Molecular formula: C31H50AsCl2F4N2O3S3SiTc
Method: DFT, ωB97M-V with the def2-TZVPD basis set

Structure (ORCA input):
```
! RIJCOSX wB97M-V def2-TZVPD def2/J DEFGRID3
* xyz 1 4
Tc -1.542 -0.049 0.446
As -4.352 -2.439 -0.083
Cl 1.304 0.125 2.855
Cl -2.047 -4.143 3.695
S 0.552 -0.752 -0.283
S -2.424 -1.851 -0.855
S -1.732 -1.355 2.403
Si 2.163 0.313 -1.237
F -1.077 1.907 2.229
F -5.691 1.889 5.039
F -1.084 2.796 4.796
F -5.670 1.010 2.506
O 2.278 1.657 -0.323
O 3.429 -0.670 -1.275
O 1.788 0.715 -2.768
N -3.231 0.915 1.022
N -1.993 1.332 -1.268
C 3.550 -2.965 -0.594
C 4.514 2.482 -0.823
C -4.080 1.592 0.038
C -4.842 -2.225 1.752
C 3.081 2.858 -0.457
C -4.539 1.907 4.367
C -4.529 1.456 3.061
C -3.390 2.353 4.982
C -1.402 2.648 -0.916
C 1.359 0.999 -5.083
C -2.213 1.882 2.965
C -1.497 0.938 -2.611
C 3.031 3.532 0.900
C -5.761 -1.661 -1.137
C 1.583 -3.194 4.977
C -3.353 1.398 2.335
C -2.214 2.344 4.256
C 2.177 0.213 -4.070
C 0.378 -3.835 4.764
C 2.472 3.762 -1.525
C 1.854 -1.273 -4.152
C -3.473 1.409 -1.341
C -0.564 -3.260 3.933
C 3.665 0.467 -4.291
C -4.455 -4.316 -0.451
C 1.837 -1.987 4.355
C 4.112 -1.568 -0.374
C -0.356 -2.024 3.292
C 0.885 -1.408 3.529
C 3.907 -1.124 1.069
C 5.580 -1.515 -0.753
H -1.600 3.374 -1.711
H -3.803 -4.845 0.240
H 5.128 3.380 -0.924
H 0.314 0.674 -5.085
H 4.023 -3.671 0.093
H -6.649 -2.282 -1.041
H 2.848 -1.182 1.343
H 0.159 -4.781 5.240
H 3.547 2.927 1.651
H 3.874 1.540 -4.238
H 4.544 1.932 -1.770
H 6.154 -2.198 -0.122
H 4.949 1.850 -0.043
H 3.106 4.640 -1.680
H 1.764 0.849 -6.087
H 2.469 -1.838 -3.446
H 2.326 -3.635 5.629
H 5.712 -1.813 -1.796
H 3.513 4.512 0.851
H -4.141 2.656 0.286
H -1.807 -0.078 -2.841
H -4.966 -1.170 1.981
H 2.041 -1.646 -5.163
H 4.242 -0.091 1.206
H -0.321 2.533 -0.806
H 1.993 3.667 1.216
H 4.475 -1.769 1.743
H -0.415 0.988 -2.637
H 3.743 -3.295 -1.618
H 2.775 -1.467 4.513
H 2.371 3.225 -2.470
H 3.967 0.105 -5.277
H -1.819 3.017 0.021
H 5.975 -0.503 -0.626
H -5.482 -4.649 -0.328
H -3.809 0.478 -1.785
H -5.106 1.219 0.036
H 1.398 2.066 -4.852
H -1.907 1.621 -3.363
H 0.800 -1.442 -3.905
H -3.409 2.696 6.008
H -5.437 -1.637 -2.173
H -5.981 -0.654 -0.790
H -4.123 -4.496 -1.470
H -5.787 -2.755 1.870
H 4.256 -0.046 -3.530
H 1.480 4.106 -1.212
H -4.072 -2.655 2.384
H -3.772 2.229 -1.998
H 2.471 -2.972 -0.418
*
```

Summary:
Gap between HOMO and LUMO (spin up / spin down), hartree: 0.2444 / 0.2420
E_tot, eV: -181416.927
HOMO level (spin up / spin down), eV: -10.410 / -10.519

These are the Löwdin partial charges, in e, on atoms 1 to 6: atom 1 (Tc): 0.851, atom 2 (As): 0.811, atom 3 (Cl): 0.733, atom 4 (Cl): 0.675, atom 5 (S): 0.375, atom 6 (S): 0.245

Molecular formula: C31H50AsClCrFN3O6Si4
Method: DFT, ωB97M-V with the def2-TZVPD basis set

Structure (ORCA input):
```
! RIJCOSX wB97M-V def2-TZVPD def2/J DEFGRID3
* xyz 1 4
As 0.678 -0.448 -1.891
Cr 0.463 -0.246 1.043
Cl 3.496 -0.334 1.951
Si 0.167 -0.593 4.352
Si 2.746 -1.454 -2.198
Si -0.714 -1.733 -3.408
Si 0.868 1.543 -3.157
F 0.686 1.744 0.577
O 3.520 -1.288 3.015
O 4.728 -0.346 1.234
O -5.832 4.509 1.227
O 3.071 0.964 2.346
O 2.370 -0.783 0.947
O -4.301 5.699 0.136
N -0.044 -2.220 0.867
N -1.697 -0.183 0.575
N 0.070 0.307 2.818
C -1.424 -0.439 5.349
C -2.174 1.970 -0.436
C -1.922 -3.707 1.113
C -0.623 2.431 3.895
C -2.443 -1.177 -3.129
C 1.455 2.923 -2.079
C -0.816 1.993 -3.766
C -0.294 -1.530 -5.192
C -2.953 3.081 -0.506
C 0.491 -2.327 3.965
C -2.543 0.978 0.446
C 3.974 -0.176 -1.600
C 3.317 -1.773 -3.946
C -0.432 -3.560 -3.158
C -1.073 -4.800 1.349
C 1.562 0.041 5.365
C 0.740 -3.250 1.062
C 0.295 2.484 1.788
C -2.238 -1.346 0.573
C -4.010 3.252 0.345
C -3.617 1.121 1.308
C -1.360 -2.482 0.801
C 2.012 1.300 -4.576
C -4.374 2.250 1.230
C -0.066 1.704 2.843
C -0.062 4.569 2.839
C -4.794 4.518 0.615
C 0.396 3.894 1.741
C 0.279 -4.562 1.194
C 3.185 -3.096 -1.360
C -0.638 3.809 3.839
H 1.538 1.118 5.375
H -5.198 2.345 1.855
H -1.576 -1.361 5.930
H 1.961 0.430 -5.262
H 4.056 0.627 -2.351
H 1.932 2.252 -5.083
H 0.554 -2.151 -5.489
H -3.320 -1.497 0.422
H -1.102 1.982 4.730
H -3.183 -1.522 -3.839
H -1.219 -1.742 -5.719
H 0.509 -2.803 4.961
H 3.780 -3.692 -2.018
H -1.217 1.401 -4.588
H -1.027 -4.170 -3.792
H -2.291 -0.346 4.698
H 1.492 -2.439 3.576
H -0.267 -2.880 3.460
H 2.370 2.667 -1.466
H 3.591 0.325 -0.707
H 2.749 -2.292 -4.738
H -2.564 -0.050 -3.159
H 3.792 -0.885 -4.382
H -1.639 2.043 -2.964
H 0.012 5.650 2.962
H 3.776 -2.917 -0.483
H 0.623 3.224 -1.425
H 1.425 -0.254 6.414
H 1.067 -5.332 1.324
H -2.684 3.885 -1.237
H 4.964 -0.618 -1.401
H -0.697 2.995 -4.167
H -0.701 -3.844 -2.119
H 3.044 1.137 -4.202
H 1.677 3.811 -2.683
H 0.618 -3.838 -3.360
H -3.001 -3.811 1.149
H -3.794 0.307 2.015
H 2.312 -3.744 -1.083
H 4.080 -2.539 -3.747
H 2.511 -0.281 4.952
H -1.465 -5.807 1.533
H -1.129 4.307 4.639
H -1.325 1.815 -1.124
H -3.468 5.554 -0.332
H -2.779 -1.481 -2.138
H -0.081 -0.460 -5.430
H 1.826 -3.059 1.105
H -1.494 0.333 6.162
H 0.836 4.372 0.879
*
```

Summary:
Gap between HOMO and LUMO (spin up / spin down), hartree: 0.2328 / 0.2404
Relative energy (zero: lowest compared OMol25 entry of this formula, charge and spin), kcal per mole: 138.76
E_tot, eV: -185716.652
HOMO level (spin up / spin down), eV: -10.641 / -10.913

These are the Löwdin partial charges, in e, on atoms 1 to 6: atom 1 (As): 0.886, atom 2 (Cr): 0.741, atom 3 (Cl): 0.763, atom 4 (Si): 0.402, atom 5 (Si): 0.269, atom 6 (Si): 0.287

Molecular formula: C31H50BrFeN5P2
Method: DFT, ωB97M-V with the def2-TZVPD basis set

Structure (ORCA input):
```
! RIJCOSX wB97M-V def2-TZVPD def2/J DEFGRID3
* xyz 2 5
Br -1.736 -1.810 2.318
Fe -2.323 0.783 -3.993
P -2.325 -2.799 -2.570
P 2.713 -1.148 0.707
N -0.743 6.486 -4.962
N 1.198 1.056 4.973
N -1.135 1.866 4.915
N 0.704 3.371 4.249
N 0.103 1.456 2.852
C -2.615 0.579 0.927
C -1.830 1.777 -2.528
C -0.566 6.190 -3.672
C -1.212 1.389 3.523
C -1.623 -0.419 1.065
C 2.993 -2.037 -0.873
C -1.120 5.530 -5.810
C 4.359 -0.449 1.130
C 0.577 2.845 2.861
C 1.628 2.481 4.986
C -1.618 1.336 -1.170
C -3.239 -2.799 -0.941
C 5.533 -1.427 1.054
C -0.617 -2.981 -1.854
C -0.155 0.988 5.604
C -0.637 3.260 4.891
C -3.108 -1.248 -4.697
C -4.391 -3.776 -1.105
C -2.571 1.502 -0.123
C -1.401 4.213 -5.394
C -0.560 0.439 -0.923
C -2.584 -1.141 -3.245
C -0.822 4.918 -3.150
C 1.062 0.605 3.574
C -1.684 2.582 -3.556
C -1.301 3.882 -4.025
C 3.350 -1.053 -1.990
C 2.976 -3.888 1.571
C -0.184 -4.443 -1.929
C 2.488 -2.495 1.949
C -0.536 -0.379 0.191
H -4.850 -4.002 -0.146
H 1.405 -2.511 2.166
H 0.905 -4.530 -1.902
H 3.777 -2.799 -0.725
H -3.308 2.302 -0.177
H -3.295 -0.653 -2.555
H 3.325 -1.577 -2.954
H -1.565 0.348 3.537
H 0.046 -2.335 -2.441
H 1.660 2.812 6.035
H 1.564 2.902 2.387
H -2.569 -3.125 -0.131
H -3.994 -1.893 -4.695
H 2.805 -4.554 2.423
H 2.049 -2.562 -1.121
H 0.203 0.298 -1.684
H -2.386 -1.722 -5.377
H 4.523 0.411 0.459
H 4.264 -0.044 2.153
H 2.621 2.550 4.524
H 2.043 0.670 3.082
H -1.925 2.016 2.969
H -0.579 -5.040 -1.100
H 4.052 -3.910 1.360
H -1.548 -0.747 -3.164
H -1.348 3.875 4.320
H 5.434 -2.241 1.789
H 2.638 -0.213 -2.030
H 5.656 -1.857 0.048
H 0.335 -1.043 0.369
H -3.564 -1.783 -0.679
H -3.442 0.562 1.642
H -0.540 -4.903 -2.854
H -0.518 -0.049 5.555
H 2.996 -2.138 2.858
H 2.439 -4.310 0.713
H 4.362 -0.643 -1.860
H -3.449 -0.275 -5.140
H -0.560 3.623 5.925
H -4.030 -4.711 -1.539
H -5.146 -3.362 -1.769
H -1.244 5.805 -6.866
H -1.732 3.484 -6.132
H -0.137 3.483 2.322
H -0.232 7.018 -3.038
H 6.457 -0.880 1.292
H -0.062 1.304 6.649
H 0.709 -0.440 3.561
H -0.693 4.770 -2.075
H -0.605 -2.628 -0.814
*
```

Summary:
Gap between HOMO and LUMO (spin up / spin down), hartree: 0.2413 / 0.1323
E_tot, eV: -163395.331
HOMO level (spin up / spin down), eV: -12.672 / -12.668

These are the Löwdin partial charges, in e, on atoms 1 to 6: atom 1 (Br): 0.891, atom 2 (Fe): 0.728, atom 3 (P): 1.045, atom 4 (P): 1.170, atom 5 (N): 0.076, atom 6 (N): -0.085